1.
{"formula": "C8H14F9NO10PdS3", "method": "ωB97M-V/def2-TZVPD", "symbols": ["Pd", "C", "N", "C", "C", "C", "C", "O", "H", "H", "H", "H", "H", "H", "H", "H", "H", "H", "H", "H", "H", "H", "C", "F", "F", "F", "S", "O", "O", "O", "C", "F", "F", "F", "S", "O", "O", "O", "C", "F", "F", "F", "S", "O", "O", "O"], "coordinates": [[1.827, -19.801, -4.402], [6.632, -18.141, -8.456], [6.393, -19.214, -7.341], [7.142, -20.575, -7.625], [6.894, -18.545, -6.016], [4.859, -19.480, -7.260], [3.902, -18.301, -6.719], [2.677, -18.848, -6.611], [6.369, -18.525, -9.442], [7.711, -18.015, -8.365], [6.228, -17.147, -8.263], [6.851, -20.853, -8.639], [6.905, -21.235, -6.790], [8.186, -20.279, -7.726], [6.672, -19.215, -5.185], [6.528, -17.531, -5.862], [7.963, -18.590, -6.222], [4.751, -20.425, -6.729], [4.588, -19.609, -8.308], [3.848, -17.531, -7.488], [4.219, -17.776, -5.818], [2.250, -18.755, -7.466], [5.692, -21.382, -2.493], [6.916, -21.977, -2.489], [5.079, -21.824, -1.349], [5.909, -20.083, -2.438], [4.690, -21.957, -4.024], [4.130, -23.255, -3.741], [3.634, -20.982, -4.278], [5.688, -21.979, -5.065], [-0.766, -20.060, -0.705], [-0.109, -19.085, -0.148], [-1.690, -20.696, 0.080], [-1.365, -19.658, -1.787], [0.582, -21.362, -1.429], [1.594, -21.675, -0.373], [-0.137, -22.565, -1.730], [1.019, -20.723, -2.668], [4.590, -16.494, -2.731], [4.545, -15.839, -3.931], [5.554, -17.458, -2.689], [4.839, -15.616, -1.743], [2.913, -17.269, -2.368], [2.058, -16.104, -2.339], [2.727, -18.239, -3.460], [2.871, -17.906, -1.069]], "lowdin_spin": [1.64, 0.00, 0.00, 0.00, 0.00, 0.00, 0.00, 0.03, 0.00, 0.00, 0.00, 0.00, 0.00, 0.00, 0.00, 0.00, 0.00, 0.00, 0.00, 0.00, 0.00, 0.00, 0.00, 0.00, 0.00, 0.00, 0.01, 0.00, 0.08, 0.02, -0.01, 0.00, 0.00, 0.00, -0.03, 0.54, 0.41, 0.16, 0.01, 0.00, 0.00, 0.00, 0.01, 0.01, 0.11, 0.00], "multiplicity": 4, "total_charge": 1, "homo_lumo_gap_ev": [8.4803, 4.5378], "s_squared": 3.77, "lumo_energy_ev": [-4.31, -8.20], "homo_ev": [-12.795, -12.740], "energy_ha": -3341.109504}



2.
{"formula": "C66H42BrF7O12", "method": "ωB97M-V/def2-TZVPD", "symbols": ["C", "O", "C", "C", "C", "C", "Br", "O", "C", "O", "O", "C", "C", "F", "F", "C", "F", "F", "C", "F", "F", "F", "H", "H", "H", "H", "H", "H", "H", "H", "H", "H", "O", "C", "C", "C", "C", "C", "C", "C", "C", "O", "C", "C", "C", "C", "C", "C", "H", "H", "H", "H", "H", "H", "H", "H", "O", "C", "C", "C", "C", "C", "C", "C", "C", "O", "C", "C", "C", "C", "C", "C", "H", "H", "H", "H", "H", "H", "H", "H", "O", "C", "C", "C", "C", "C", "C", "C", "C", "O", "C", "C", "C", "C", "C", "C", "H", "H", "H", "H", "H", "H", "H", "H", "O", "C", "C", "C", "C", "C", "C", "C", "C", "O", "C", "C", "C", "C", "C", "C", "H", "H", "H", "H", "H", "H", "H", "H"], "coordinates": [[12.732, -3.566, -1.205], [12.133, -2.380, -1.769], [12.308, -1.198, -0.963], [10.919, -0.352, -0.747], [9.756, -1.136, -1.529], [8.306, -0.386, -1.481], [8.178, 1.140, -0.231], [7.979, -0.024, -2.874], [7.500, -1.187, -3.597], [7.077, -1.260, -4.757], [7.582, -2.254, -2.616], [7.271, -1.605, -1.346], [5.724, -1.315, -1.027], [5.137, -0.300, -1.839], [5.666, -0.841, 0.320], [4.936, -2.725, -1.228], [4.717, -2.959, -2.631], [5.767, -3.821, -0.804], [3.510, -2.787, -0.499], [3.559, -2.692, 0.906], [2.971, -4.090, -0.783], [2.670, -1.840, -1.123], [13.204, -3.444, -0.176], [13.466, -3.993, -1.989], [11.908, -4.376, -1.095], [12.821, -1.350, 0.044], [12.991, -0.481, -1.567], [10.773, -0.275, 0.383], [11.090, 0.722, -1.129], [9.671, -2.186, -1.089], [10.063, -1.135, -2.643], [7.612, -2.156, -0.397], [-0.447, 0.381, 4.194], [-0.765, -0.783, 4.370], [-1.353, -1.216, 5.658], [-1.564, -0.278, 6.670], [-2.152, -0.668, 7.868], [-2.533, -1.995, 8.059], [-2.308, -2.935, 7.060], [-1.712, -2.549, 5.859], [-1.460, -3.560, 4.808], [-1.723, -4.735, 5.004], [-0.891, -3.124, 3.514], [-0.683, -4.062, 2.501], [-0.180, -3.657, 1.270], [0.116, -2.314, 1.045], [-0.077, -1.378, 2.056], [-0.576, -1.783, 3.296], [-1.274, 0.758, 6.525], [-2.320, 0.063, 8.652], [-3.003, -2.296, 8.990], [-2.602, -3.968, 7.217], [-0.916, -5.109, 2.669], [-0.022, -4.387, 0.482], [0.500, -1.996, 0.080], [0.159, -0.334, 1.875], [-0.740, 2.925, -1.304], [-0.907, 3.805, -0.476], [-0.553, 5.208, -0.789], [-0.046, 5.527, -2.050], [0.251, 6.848, -2.366], [0.042, 7.855, -1.426], [-0.448, 7.539, -0.163], [-0.740, 6.213, 0.160], [-1.244, 5.884, 1.512], [-1.356, 6.755, 2.359], [-1.616, 4.485, 1.819], [-2.125, 4.168, 3.079], [-2.509, 2.862, 3.366], [-2.385, 1.870, 2.396], [-1.864, 2.180, 1.144], [-1.473, 3.488, 0.854], [0.115, 4.748, -2.788], [0.642, 7.095, -3.348], [0.262, 8.888, -1.678], [-0.604, 8.327, 0.567], [-2.229, 4.938, 3.838], [-2.908, 2.618, 4.345], [-2.693, 0.853, 2.617], [-1.768, 1.400, 0.394], [-1.823, 8.507, -6.321], [-3.012, 8.667, -6.103], [-3.998, 8.571, -7.205], [-3.561, 8.275, -8.497], [-4.484, 8.144, -9.529], [-5.844, 8.306, -9.275], [-6.281, 8.618, -7.992], [-5.358, 8.758, -6.955], [-5.830, 9.108, -5.597], [-7.013, 9.324, -5.391], [-4.848, 9.184, -4.492], [-5.286, 9.478, -3.200], [-4.375, 9.519, -2.150], [-3.025, 9.266, -2.386], [-2.584, 8.987, -3.676], [-3.494, 8.951, -4.733], [-2.503, 8.141, -8.700], [-4.143, 7.909, -10.532], [-6.565, 8.191, -10.079], [-7.341, 8.749, -7.801], [-6.337, 9.671, -3.009], [-4.718, 9.744, -1.145], [-2.317, 9.289, -1.565], [-1.531, 8.795, -3.853], [-5.015, -11.537, 3.667], [-4.807, -10.462, 3.131], [-4.674, -9.231, 3.943], [-4.766, -9.309, 5.334], [-4.602, -8.164, 6.106], [-4.345, -6.939, 5.495], [-4.270, -6.855, 4.108], [-4.441, -8.000, 3.329], [-4.377, -7.897, 1.854], [-4.228, -6.813, 1.316], [-4.490, -9.130, 1.043], [-4.396, -9.052, -0.347], [-4.468, -10.208, -1.116], [-4.633, -11.447, -0.499], [-4.742, -11.527, 0.885], [-4.676, -10.368, 1.660], [-4.960, -10.261, 5.817], [-4.670, -8.227, 7.188], [-4.205, -6.048, 6.099], [-4.075, -5.897, 3.637], [-4.262, -8.090, -0.833], [-4.390, -10.145, -2.196], [-4.680, -12.350, -1.099], [-4.874, -12.495, 1.359]], "lowdin_charge": [-0.11, -0.25, -0.21, -0.19, -0.13, -0.65, 0.82, -0.03, -0.34, 0.16, 0.03, -0.18, -0.24, 0.08, 0.04, -0.17, 0.09, 0.08, -0.31, 0.12, 0.08, 0.11, 0.09, 0.10, 0.10, 0.12, 0.13, 0.09, 0.11, 0.13, 0.15, 0.18, 0.09, -0.28, -0.08, 0.00, -0.06, -0.06, 0.00, -0.08, -0.27, 0.09, -0.08, 0.01, -0.04, -0.05, 0.01, -0.08, 0.12, 0.11, 0.11, 0.11, 0.12, 0.11, 0.10, 0.12, 0.10, -0.28, -0.08, 0.01, -0.06, -0.08, -0.01, -0.08, -0.28, 0.10, -0.08, 0.01, -0.05, -0.06, 0.01, -0.08, 0.12, 0.11, 0.11, 0.12, 0.12, 0.11, 0.11, 0.12, 0.10, -0.28, -0.08, 0.00, -0.06, -0.06, 0.00, -0.08, -0.28, 0.10, -0.08, 0.00, -0.05, -0.05, 0.01, -0.08, 0.12, 0.11, 0.11, 0.12, 0.12, 0.11, 0.09, 0.11, 0.10, -0.28, -0.09, 0.00, -0.05, -0.05, 0.01, -0.08, -0.28, 0.10, -0.08, 0.00, -0.06, -0.06, 0.00, -0.08, 0.12, 0.11, 0.10, 0.12, 0.12, 0.11, 0.11, 0.12], "multiplicity": 1, "smiles": "COCCC[C@@]1(Br)OC(=O)O[C@@H]1C(F)(F)C(F)(F)C(F)(F)F.O=C1c2ccccc2C(=O)c2ccccc21.O=C1c2ccccc2C(=O)c2ccccc21.O=C1c2ccccc2C(=O)c2ccccc21.O=C1c2ccccc2C(=O)c2ccccc21", "total_charge": 0, "homo_lumo_gap_ev": 8.4866, "lumo_energy_ev": -1.17, "homo_ev": -9.656, "energy_ha": -6716.187115}



3.
{"formula": "C46H52BBiGeN4O3S2Si", "method": "ωB97M-V/def2-TZVPD", "symbols": ["Bi", "C", "Si", "C", "C", "C", "C", "C", "C", "N", "C", "S", "H", "H", "H", "H", "H", "H", "H", "H", "H", "H", "H", "H", "C", "C", "O", "N", "C", "C", "C", "C", "C", "C", "N", "H", "H", "H", "H", "H", "H", "H", "H", "H", "H", "C", "C", "C", "C", "C", "C", "C", "C", "O", "B", "O", "C", "C", "H", "H", "H", "H", "H", "H", "H", "H", "H", "H", "H", "H", "C", "Ge", "C", "C", "C", "C", "C", "C", "C", "C", "C", "C", "C", "C", "C", "C", "C", "C", "H", "H", "H", "H", "H", "H", "H", "H", "H", "H", "H", "H", "H", "H", "H", "S", "C", "C", "N", "C", "H", "H", "H"], "coordinates": [[0.239, 0.100, 0.011], [-0.628, -6.716, -3.044], [0.396, -5.224, -2.581], [1.201, -4.536, -4.115], [1.631, -5.724, -1.278], [-0.802, -3.934, -1.866], [-2.166, -4.186, -1.828], [-3.071, -3.263, -1.307], [-2.568, -2.084, -0.812], [-1.259, -1.805, -0.837], [-0.379, -2.683, -1.357], [1.287, -2.161, -1.400], [0.020, -7.476, -3.485], [-1.398, -6.478, -3.782], [-1.113, -7.164, -2.174], [1.851, -5.285, -4.573], [1.803, -3.655, -3.893], [0.442, -4.261, -4.852], [2.296, -6.501, -1.664], [1.113, -6.131, -0.406], [2.241, -4.881, -0.954], [-2.543, -5.128, -2.211], [-4.134, -3.459, -1.285], [-3.204, -1.323, -0.378], [1.471, 2.320, 4.194], [1.682, 1.315, 3.095], [1.243, 1.509, 1.959], [2.414, 0.232, 3.411], [2.680, -0.862, 2.489], [1.592, -1.909, 2.533], [1.842, -3.218, 2.906], [0.786, -4.117, 2.952], [-0.489, -3.673, 2.645], [-0.652, -2.346, 2.283], [0.363, -1.484, 2.218], [0.755, 3.064, 3.859], [2.417, 2.811, 4.428], [1.101, 1.838, 5.099], [2.700, 0.122, 4.370], [3.643, -1.304, 2.739], [2.774, -0.443, 1.486], [2.849, -3.529, 3.153], [0.958, -5.148, 3.231], [-1.340, -4.338, 2.674], [-1.630, -1.954, 2.027], [-4.620, 6.000, 3.884], [-5.596, 4.891, 3.489], [-6.659, 5.489, 2.557], [-6.270, 4.368, 4.765], [-4.893, 3.735, 2.774], [-5.642, 2.615, 2.386], [-5.085, 1.517, 1.740], [-3.734, 1.580, 1.488], [-2.909, 0.650, 0.865], [-1.653, 1.236, 0.865], [-1.666, 2.472, 1.474], [-2.985, 2.673, 1.853], [-3.526, 3.764, 2.496], [-5.162, 6.785, 4.412], [-4.148, 6.455, 3.011], [-3.838, 5.632, 4.552], [-7.160, 6.326, 3.049], [-7.419, 4.755, 2.289], [-6.204, 5.857, 1.635], [-6.742, 5.192, 5.303], [-5.538, 3.902, 5.428], [-7.042, 3.630, 4.544], [-6.704, 2.597, 2.592], [-5.680, 0.663, 1.450], [-2.901, 4.603, 2.764], [2.277, 1.277, -2.981], [2.054, 1.855, -1.125], [1.402, 3.690, -1.155], [0.681, 4.226, -0.085], [0.189, 5.523, -0.144], [0.414, 6.300, -1.273], [1.133, 5.779, -2.339], [1.621, 4.480, -2.283], [3.679, 1.765, -0.050], [3.909, 2.787, 0.837], [5.040, 2.786, 1.683], [5.938, 1.761, 1.623], [5.742, 0.681, 0.727], [6.667, -0.392, 0.655], [6.451, -1.449, -0.179], [5.281, -1.494, -0.970], [4.381, -0.469, -0.930], [4.592, 0.667, -0.103], [3.283, 1.517, -3.327], [1.549, 1.805, -3.599], [2.113, 0.205, -3.089], [0.494, 3.623, 0.796], [-0.371, 5.927, 0.690], [0.033, 7.312, -1.320], [1.316, 6.385, -3.218], [2.177, 4.088, -3.127], [3.229, 3.630, 0.880], [5.196, 3.608, 2.371], [6.813, 1.755, 2.262], [7.550, -0.358, 1.282], [7.169, -2.256, -0.235], [5.099, -2.347, -1.612], [3.480, -0.531, -1.525], [-1.715, 0.929, -4.557], [-1.898, 2.321, -3.581], [-1.387, 2.090, -2.350], [-0.861, 0.828, -2.178], [-0.973, 0.117, -3.267], [-2.356, 3.221, -3.954], [-1.349, 2.804, -1.539], [-0.607, -0.897, -3.355]], "lowdin_spin": [0.22, 0.00, 0.00, 0.00, 0.00, 0.01, 0.00, 0.00, 0.01, 0.05, 0.01, 0.18, 0.00, 0.00, 0.00, 0.00, 0.00, 0.00, 0.00, 0.00, 0.00, 0.00, 0.00, 0.00, 0.00, 0.00, 0.01, 0.00, 0.00, 0.01, 0.00, 0.01, 0.00, 0.01, 0.06, 0.00, 0.00, 0.00, 0.00, 0.00, 0.00, 0.00, 0.00, 0.00, 0.00, 0.00, 0.00, 0.00, 0.00, 0.00, 0.00, 0.00, 0.00, 0.01, 0.09, 0.02, 0.01, 0.00, 0.00, 0.00, 0.00, 0.00, 0.00, 0.00, 0.00, 0.00, 0.00, 0.00, 0.00, 0.00, 0.03, 0.13, 0.03, 0.01, 0.00, 0.00, 0.00, 0.01, 0.01, 0.01, 0.00, 0.01, 0.00, 0.00, 0.00, 0.00, 0.00, 0.00, 0.00, 0.00, 0.00, 0.00, 0.00, 0.00, 0.00, 0.00, 0.00, 0.00, 0.00, 0.00, 0.00, 0.00, 0.00, 0.00, 0.00, 0.01, 0.01, 0.00, 0.00, 0.00, 0.00], "multiplicity": 2, "total_charge": 1, "homo_lumo_gap_ev": [6.9988, 6.0303], "s_squared": 0.76, "lumo_energy_ev": [-2.03, -3.96], "homo_ev": [-9.033, -9.992], "energy_ha": -5631.052328}



4.
{"formula": "C20H46IN7O9P", "method": "ωB97M-V/def2-TZVPD", "symbols": ["C", "N", "C", "N", "C", "N", "C", "C", "C", "O", "I", "N", "C", "C", "O", "N", "P", "O", "O", "O", "H", "H", "H", "H", "H", "H", "H", "H", "H", "H", "H", "H", "H", "H", "H", "H", "C", "O", "C", "C", "N", "C", "C", "O", "C", "H", "H", "H", "H", "H", "H", "H", "H", "H", "H", "H", "H", "H", "H", "H", "C", "O", "C", "C", "N", "C", "C", "O", "C", "H", "H", "H", "H", "H", "H", "H", "H", "H", "H", "H", "H", "H", "H", "H"], "coordinates": [[0.329, 3.478, 2.062], [1.505, 4.165, 1.436], [2.514, 3.135, 1.007], [1.894, 2.176, 0.028], [2.128, 0.854, 0.132], [1.540, -0.142, -0.738], [2.036, -1.375, -0.222], [1.498, -2.658, -0.975], [2.495, -3.900, -0.974], [2.554, -4.660, 0.004], [3.795, -4.413, -2.674], [2.916, -1.216, 0.887], [3.603, -2.304, 1.634], [4.330, -1.712, 2.951], [5.474, -0.908, 2.578], [2.934, 0.133, 1.066], [0.835, 2.677, -1.309], [1.523, 2.201, -2.605], [-0.703, 1.970, -1.175], [0.672, 4.340, -1.434], [0.712, 2.792, 2.894], [-0.416, 4.277, 2.446], [-0.268, 2.839, 1.318], [1.977, 4.641, 2.229], [2.790, 2.570, 1.978], [3.476, 3.598, 0.623], [0.505, -2.966, -0.513], [1.285, -2.398, -2.071], [2.880, -3.115, 1.984], [4.388, -2.782, 0.948], [4.594, -2.567, 3.650], [3.586, -0.973, 3.423], [6.239, -1.473, 2.354], [3.474, 0.606, 1.806], [-0.662, 1.017, -1.411], [0.656, 4.623, -2.376], [-1.154, -9.500, -6.343], [-1.521, -9.690, -4.984], [-0.658, -10.596, -4.293], [0.123, -9.856, -3.209], [1.121, -8.964, -3.799], [1.740, -8.058, -2.831], [0.836, -7.000, -2.182], [0.358, -6.014, -3.093], [-0.843, -6.363, -3.769], [-1.919, -8.881, -6.814], [-0.193, -8.983, -6.418], [-1.106, -10.458, -6.869], [0.012, -11.130, -4.976], [-1.301, -11.340, -3.814], [0.626, -10.586, -2.567], [-0.597, -9.297, -2.601], [0.678, -8.406, -4.521], [2.542, -7.533, -3.361], [2.220, -8.650, -2.044], [1.446, -6.457, -1.454], [0.011, -7.441, -1.611], [-1.495, -6.994, -3.159], [-0.614, -6.853, -4.718], [-1.378, -5.440, -4.001], [-3.369, 10.794, 2.423], [-2.845, 10.075, 3.530], [-3.860, 9.589, 4.411], [-3.898, 8.063, 4.381], [-4.425, 7.577, 3.106], [-4.271, 6.133, 2.921], [-2.840, 5.590, 2.806], [-2.159, 6.011, 1.627], [-1.484, 7.256, 1.748], [-2.530, 11.211, 1.865], [-3.933, 10.134, 1.760], [-4.006, 11.617, 2.762], [-4.842, 10.018, 4.187], [-3.582, 9.911, 5.419], [-4.535, 7.702, 5.195], [-2.878, 7.700, 4.552], [-3.942, 8.049, 2.348], [-4.802, 5.877, 1.999], [-4.787, 5.613, 3.735], [-2.914, 4.500, 2.731], [-2.238, 5.788, 3.700], [-1.114, 7.432, 2.762], [-2.137, 8.072, 1.432], [-0.630, 7.242, 1.068]], "lowdin_charge": [-0.11, -0.11, -0.19, -0.07, -0.23, 0.17, -0.12, -0.07, -0.76, -0.07, 0.86, -0.02, -0.07, -0.19, -0.09, 0.14, 0.66, -0.32, -0.15, -0.14, 0.09, 0.09, 0.08, 0.12, 0.12, 0.15, 0.15, 0.13, 0.14, 0.15, 0.14, 0.13, 0.11, 0.16, 0.08, 0.11, -0.11, -0.20, -0.21, -0.21, -0.05, -0.20, -0.23, -0.22, -0.09, 0.09, 0.08, 0.09, 0.12, 0.12, 0.12, 0.10, 0.07, 0.09, 0.12, 0.08, 0.11, 0.09, 0.07, 0.09, -0.11, -0.20, -0.21, -0.21, -0.05, -0.20, -0.24, -0.20, -0.09, 0.09, 0.08, 0.09, 0.12, 0.12, 0.12, 0.10, 0.07, 0.12, 0.12, 0.11, 0.11, 0.09, 0.07, 0.09], "multiplicity": 1, "total_charge": 1, "homo_lumo_gap_ev": 6.9904, "lumo_energy_ev": -3.25, "homo_ev": -10.241, "energy_ha": -2488.781440}